Density functional theory data (ωB97M-V/def2-TZVPD) for the ion C3H8NO2 with charge +1 in a non-equilibrium geometry.

```
! RIJCOSX wB97M-V def2-TZVPD def2/J DEFGRID3
* xyz 1 1
C -1.07 -0.64 0.12
C -0.30 0.76 0.00
C 1.97 -0.21 -0.01
N 0.98 0.84 0.00
O -2.53 -0.78 -0.03
O -1.01 1.84 -0.02
H -0.58 -1.33 -0.58
H -0.84 -0.96 1.14
H 2.83 0.12 -0.59
H 2.31 -0.43 1.00
H 1.57 -1.12 -0.45
H -2.72 -1.55 -0.58
H 1.36 1.79 0.01
H -1.97 1.67 -0.01
*
```

Computed properties:
SMILES: C/[NH+]=C(/O)CO
HOMO-LUMO gap, eV: 12.02
Max |F|, eV Å⁻¹: 3.20
Highest occupied orbital energy, eV: -15.75